1.
ORCA calculation (ωB97M-V/def2-TZVPD) on a 3-piece molecular cluster, C5H7N overall.

The geometry in XYZ format:
```
13
C5H7N ωB97M-V/def2-TZVPD
C 1.549 -0.054 -0.150
C 0.471 0.107 0.737
C -0.444 1.207 0.541
C -1.563 0.617 0.040
C -1.453 -0.864 0.036
N -0.296 -1.022 0.843
H 2.139 -0.972 -0.143
H 0.486 -0.480 -1.165
H 2.078 0.821 -0.524
H -0.180 2.259 0.566
H -2.411 1.133 -0.404
H -0.544 -0.834 -1.134
H 0.169 -1.919 0.757
```

* charge: 0
* orbital gap: 8.3638 eV
* DFT total energy: -6782.56051 eV
* energy relative to the best compared isomer or geometry (same formula, charge and spin): 137.3 kcal per mole

***

2.
ORCA calculation (ωB97M-V/def2-TZVPD) on a 2-piece molecular cluster, C5H7N overall at a distorted geometry.

The geometry in XYZ format:
```
13
C5H7N ωB97M-V/def2-TZVPD
C -0.697 1.176 0.312
C -1.700 0.440 0.330
C 2.587 1.965 0.251
C -2.717 -0.517 -0.033
C 2.221 -0.570 -0.198
N 2.615 0.799 0.045
H 0.140 1.734 0.312
H -3.133 -0.336 -1.029
H -3.470 -0.588 0.713
H -2.165 -1.440 -0.163
H 2.112 -1.036 0.869
H 3.009 -1.032 -0.830
H 1.199 -0.596 -0.578
```

* charge: 0
* orbital gap: 10.6026 eV
* DFT total energy: -6784.73239 eV
* energy relative to the best compared isomer or geometry (same formula, charge and spin): 87.2 kcal per mole

***

3.
ORCA calculation (ωB97M-V/def2-TZVPD) on one molecule with the formula C5H7N at a distorted geometry.

The geometry in XYZ format:
```
13
C5H7N ωB97M-V/def2-TZVPD
C 1.890 -0.066 -0.157
C 0.406 0.049 -0.015
C -0.423 1.111 0.172
C -1.768 0.622 0.109
C -1.713 -0.730 -0.071
N -0.382 -1.070 -0.212
H 2.332 -0.898 0.403
H 2.168 -0.218 -1.204
H 2.394 0.840 0.175
H -0.105 2.131 0.320
H -2.665 1.218 0.187
H -2.500 -1.472 -0.147
H 0.082 -1.779 0.336
```

* charge: 0
* SMILES: Cc1ccc[nH]1
* orbital gap: 9.2504 eV
* DFT total energy: -6788.10809 eV
* energy relative to the best compared isomer or geometry (same formula, charge and spin): 9.3 kcal per mole

***

4.
ORCA calculation (ωB97M-V/def2-TZVPD) on one molecule with the formula C5H7N.

The geometry in XYZ format:
```
13
C5H7N ωB97M-V/def2-TZVPD
C 1.491 0.513 0.272
C 0.318 -0.751 -1.136
C 0.170 0.649 -0.581
C -1.091 0.663 0.243
C -1.478 -0.608 0.360
N -0.602 -1.408 -0.427
H 1.566 -0.484 0.720
H 2.355 0.637 -0.385
H 1.525 1.241 1.078
H 0.287 1.490 -1.267
H -1.615 1.532 0.624
H -2.306 -1.058 0.895
H -0.619 -2.417 -0.395
```

* charge: 0
* orbital gap: 9.3561 eV
* DFT total energy: -6785.88838 eV
* energy relative to the best compared isomer or geometry (same formula, charge and spin): 60.5 kcal per mole

***

Q: Number 3 is which compound?
A: C5H7N

***

Repeat the first record exactly.
ORCA calculation (ωB97M-V/def2-TZVPD) on a 3-piece molecular cluster, C5H7N overall.

The geometry in XYZ format:
```
13
C5H7N ωB97M-V/def2-TZVPD
C 1.549 -0.054 -0.150
C 0.471 0.107 0.737
C -0.444 1.207 0.541
C -1.563 0.617 0.040
C -1.453 -0.864 0.036
N -0.296 -1.022 0.843
H 2.139 -0.972 -0.143
H 0.486 -0.480 -1.165
H 2.078 0.821 -0.524
H -0.180 2.259 0.566
H -2.411 1.133 -0.404
H -0.544 -0.834 -1.134
H 0.169 -1.919 0.757
```

* charge: 0
* orbital gap: 8.3638 eV
* DFT total energy: -6782.56051 eV
* energy relative to the best compared isomer or geometry (same formula, charge and spin): 137.3 kcal per mole

***

Q: Among the records above, which one has the lowest DFT total energy?
A: number 3

***

Please write out number 4 again, unchanged.
ORCA calculation (ωB97M-V/def2-TZVPD) on one molecule with the formula C5H7N.

The geometry in XYZ format:
```
13
C5H7N ωB97M-V/def2-TZVPD
C 1.491 0.513 0.272
C 0.318 -0.751 -1.136
C 0.170 0.649 -0.581
C -1.091 0.663 0.243
C -1.478 -0.608 0.360
N -0.602 -1.408 -0.427
H 1.566 -0.484 0.720
H 2.355 0.637 -0.385
H 1.525 1.241 1.078
H 0.287 1.490 -1.267
H -1.615 1.532 0.624
H -2.306 -1.058 0.895
H -0.619 -2.417 -0.395
```

* charge: 0
* orbital gap: 9.3561 eV
* DFT total energy: -6785.88838 eV
* energy relative to the best compared isomer or geometry (same formula, charge and spin): 60.5 kcal per mole